(1)
The following is a quantum chemistry calculation of a 4-piece molecular cluster, C19H19B2BrCl2F3O overall in a non-equilibrium geometry, from the Open Molecules 2025 dataset.

The geometry in XYZ format:
```
47
Properties=species:S:1:pos:R:3:nbo_charge:R:1
C 3.38 -3.69 -2.03 -1.0223
B 2.23 -2.48 -1.88 0.7986
O 2.71 -1.10 -1.72 -0.9380
B 0.65 -2.98 -1.89 -0.1818
Cl -0.59 -1.59 -2.05 -0.2949
Cl 0.51 -4.26 -3.26 -0.2789
Br 0.35 -3.87 -0.07 -0.2566
H 3.36 -4.20 -3.08 0.2468
H 3.09 -4.48 -1.18 0.2405
H 4.42 -3.24 -1.72 0.2050
H 2.05 -0.44 -2.09 0.4931
F 0.79 1.19 -3.89 -0.3086
C 1.34 2.37 -3.55 0.4077
C 1.17 2.86 -2.26 -0.2915
C 1.75 4.08 -1.91 -0.1872
C 2.49 4.79 -2.86 -0.2403
C 2.66 4.29 -4.15 -0.1978
C 2.09 3.07 -4.50 -0.2881
H 0.59 2.30 -1.55 0.2324
H 1.63 4.47 -0.91 0.2223
H 2.94 5.75 -2.59 0.2093
H 3.23 4.85 -4.88 0.2107
H 2.21 2.66 -5.49 0.2263
F -6.21 -5.30 3.81 -0.3328
C -5.16 -5.15 2.99 0.3840
C -3.89 -5.00 3.53 -0.2972
C -2.79 -4.85 2.68 -0.1904
C -2.98 -4.84 1.30 -0.2211
C -4.27 -4.99 0.77 -0.1911
C -5.36 -5.15 1.62 -0.2969
H -3.76 -5.01 4.61 0.2172
H -1.79 -4.75 3.09 0.2224
H -2.13 -4.72 0.63 0.2566
H -4.41 -4.97 -0.31 0.2210
H -6.36 -5.27 1.22 0.2174
F 2.38 4.72 1.12 -0.3225
C 1.37 4.43 1.95 0.3978
C 0.27 3.71 1.48 -0.2808
C -0.78 3.41 2.35 -0.1841
C -0.73 3.84 3.68 -0.2301
C 0.37 4.56 4.14 -0.1962
C 1.43 4.85 3.27 -0.2885
H 0.25 3.39 0.44 0.2294
H -1.63 2.84 1.99 0.2262
H -1.55 3.60 4.35 0.2147
H 0.41 4.90 5.17 0.2140
H 2.29 5.41 3.62 0.2242
```

The calculation puts the LUMO energy at 2.5 eV. The charge is -1. Its gap between HOMO and LUMO is 7.616 eV. The calculation puts the molar mass at 492.8 g/mol. The highest occupied orbital energy is -0.1892 Ha.

---

(2)
The following is a quantum chemistry calculation of one molecule with the formula C4H7NO in a non-equilibrium geometry, from the Open Molecules 2025 dataset.

The geometry in XYZ format:
```
13
Properties=species:S:1:pos:R:3:nbo_charge:R:1
C -1.13 0.41 -1.46 -0.2886
C 0.38 0.13 0.48 -0.0433
C 0.49 -0.17 1.87 -0.2697
N -0.40 -0.99 0.97 -0.5949
C 1.09 0.37 -0.61 0.1365
O 0.41 0.35 -1.77 -0.4986
H -1.44 0.08 -2.44 0.1946
H -1.63 -0.22 -0.69 0.2244
H -1.39 1.46 -1.24 0.1974
H 1.44 -0.55 2.21 0.1896
H -0.10 0.40 2.58 0.2049
H 0.12 -1.83 0.69 0.3529
H 2.17 0.56 -0.60 0.1948
```

The calculation puts the LUMO energy at 0.9 eV. The charge is 0. Its gap between HOMO and LUMO is 8.773 eV. The energy above the lowest of the compared OMol25 structures with the same formula, charge and spin is 4.924 eV. The calculation puts the molar mass at 85.1 g/mol. The highest occupied orbital energy is -0.2896 Ha.

---

(3)
The following is a quantum chemistry calculation of one molecule with the formula C5H8N2 in a non-equilibrium geometry, from the Open Molecules 2025 dataset.

The geometry in XYZ format:
```
15
Properties=species:S:1:pos:R:3:nbo_charge:R:1
C -0.47 0.55 -1.47 -0.3699
C -0.05 1.71 -0.20 -0.3755
C -0.45 0.45 0.64 -0.0796
C 0.55 -1.42 1.53 0.1984
C 0.26 -0.47 -0.43 -0.0920
H 0.14 0.88 -2.26 0.2120
H -1.54 0.23 -1.59 0.2245
H 0.93 2.05 -0.29 0.2081
H -0.57 2.71 -0.27 0.2062
H -1.53 0.20 0.54 0.1802
H 0.87 -2.09 2.37 0.2283
H 0.22 -2.67 -0.34 0.4207
H 1.40 -0.32 -0.33 0.1519
N -0.04 -0.16 1.93 -0.4657
N 0.28 -1.65 0.17 -0.6478
```

The calculation puts the LUMO energy at 0.9 eV. The charge is 0. Its gap between HOMO and LUMO is 8.895 eV. The energy above the lowest of the compared OMol25 structures with the same formula, charge and spin is 6.115 eV. The calculation puts the molar mass at 96.1 g/mol. The highest occupied orbital energy is -0.2947 Ha.

---

(4)
The following is a quantum chemistry calculation of one molecule with the formula C18H33O2PSi in a non-equilibrium geometry, from the Open Molecules 2025 dataset.

The geometry in XYZ format:
```
55
Properties=species:S:1:pos:R:3:nbo_charge:R:1
C 4.05 -3.65 0.19 -0.6038
C 3.69 -3.19 -1.24 -0.4187
C 3.74 -1.64 -1.29 -0.0586
O 2.43 -1.12 -1.12 -0.5536
C 2.46 0.13 -0.43 -0.4875
Si 1.05 1.30 -0.95 1.0389
C -0.60 0.90 -0.12 -0.4930
O -1.34 -0.14 -0.80 -0.5507
C -2.32 -0.63 0.05 0.3748
C -1.96 -1.62 0.93 -0.2895
C -2.86 -2.13 1.82 0.0049
C -2.47 -3.22 2.80 -0.6286
C -4.14 -1.63 1.83 -0.2287
C -4.49 -0.66 0.92 -0.1862
C -3.61 -0.14 0.01 -0.0978
C -4.05 0.93 -0.99 -0.2261
C -3.55 0.65 -2.43 -0.6018
C -5.60 1.00 -1.09 -0.6058
P 1.67 3.37 -0.35 0.3201
C 3.24 3.78 -1.24 -0.9149
C 2.16 3.30 1.46 -0.6752
C 3.58 2.75 1.75 -0.6235
H 5.01 -3.25 0.51 0.1958
H 4.06 -4.74 0.27 0.2081
H 3.29 -3.27 0.88 0.2027
H 4.36 -3.63 -1.97 0.1997
H 2.65 -3.47 -1.41 0.2205
H 4.43 -1.32 -0.50 0.1611
H 4.19 -1.34 -2.25 0.1668
H 3.37 0.66 -0.73 0.1847
H 2.50 0.03 0.67 0.1890
H 0.99 1.29 -2.43 -0.1472
H -0.39 0.61 0.92 0.2035
H -1.23 1.80 -0.12 0.2037
H -0.95 -2.00 0.94 0.2174
H -1.72 -3.88 2.38 0.2165
H -2.09 -2.74 3.71 0.2185
H -3.33 -3.83 3.09 0.2158
H -4.85 -2.02 2.55 0.2064
H -5.51 -0.32 0.98 0.2122
H -3.69 1.92 -0.67 0.2046
H -3.92 -0.34 -2.71 0.2034
H -4.00 1.41 -3.07 0.1975
H -2.47 0.71 -2.52 0.2313
H -5.86 1.52 -2.01 0.2113
H -6.06 1.45 -0.21 0.2078
H -5.94 -0.03 -1.22 0.2059
H 3.10 3.87 -2.32 0.2436
H 3.61 4.74 -0.85 0.2349
H 4.05 3.06 -1.07 0.2110
H 1.42 2.65 1.94 0.2239
H 2.11 4.31 1.88 0.2280
H 3.53 2.08 2.61 0.2112
H 4.25 3.55 2.05 0.2123
H 4.01 2.17 0.93 0.2035
```

The calculation puts the LUMO energy at 0.8 eV. The charge is 0. Its gap between HOMO and LUMO is 8.760 eV. The calculation puts the molar mass at 340.5 g/mol. The highest occupied orbital energy is -0.2935 Ha.